(1)
A cluster of 2 separate species, C7H17NO in total at a distorted geometry. Source: the OMol25 dataset; level of theory: ωB97M-V with the def2-TZVPD basis set.

CARTESIAN COORDINATES (ANGSTROEM)
C: -1.1291 0.5033 0.7028
C: -1.0488 -0.8330 0.0487
O: -1.1130 -1.8475 0.7382
C: -1.3356 -0.9281 -1.4550
C: -0.4280 -0.0378 -2.3015
C: -2.8118 -0.6118 -1.7156
H: -0.9290 0.4494 1.7627
H: -1.9914 1.1006 0.4087
H: -0.1009 0.6670 0.1038
H: -1.1567 -1.9732 -1.7281
H: -0.6254 1.0145 -2.1162
H: -0.5868 -0.2537 -3.3532
H: 0.6179 -0.2294 -2.0848
H: -3.0514 -0.8267 -2.7590
H: -3.4557 -1.2156 -1.0757
H: -3.0235 0.4405 -1.5318
C: 2.6845 0.4111 0.5195
N: 2.1846 1.1716 1.6462
C: 1.9183 0.3362 2.8029
H: 2.0079 -0.4025 0.2193
H: 3.6499 -0.0326 0.7830
H: 2.8088 1.0677 -0.3391
H: 1.3328 1.6580 1.3829
H: 1.5694 0.9655 3.6255
H: 1.1650 -0.4581 2.6047
H: 2.8479 -0.1354 3.1111

Lowest unoccupied orbital energy: 0.9 eV
ΔE to the lowest compared entry with this formula, charge and spin: 201.3 kJ/mol
E: -11071.0523 eV
SMILES: CC(=O)C(C)C.CNC
Orbital gap: 9.70 eV
HOMO: -8.83 eV



(2)
A structure of composition C28H35N3O4SSb2Zr at a distorted geometry. Source: the OMol25 dataset; level of theory: ωB97M-V with the def2-TZVPD basis set.

CARTESIAN COORDINATES (ANGSTROEM)
Zr: -0.5618 0.3660 -0.3710
C: -1.1701 -1.5704 -4.3277
Sb: -1.3850 -1.9288 -2.2335
C: 0.7759 -1.3731 -1.9717
C: -1.0612 -4.0592 -2.5475
C: 0.2693 -4.5684 -2.1137
C: 1.2419 -4.8752 -3.0628
C: 2.4707 -5.3925 -2.6822
C: 2.7330 -5.6119 -1.3364
C: 1.7736 -5.2948 -0.3869
C: 0.5419 -4.7570 -0.7555
C: -0.4652 -4.3680 0.2839
Sb: -0.3655 -2.3122 1.0269
C: -1.4469 -2.8723 2.7609
C: 1.6576 -2.5604 1.6455
H: -0.3069 -2.1496 -4.6482
H: -1.0127 -0.5191 -4.5522
H: -2.0627 -1.9121 -4.8493
H: 1.3110 -2.3002 -1.7656
H: 1.1290 -0.6645 -1.2071
H: 1.1061 -0.9637 -2.9234
H: -1.1959 -4.1541 -3.6231
H: -1.8882 -4.5646 -2.0525
H: 1.0195 -4.7338 -4.1154
H: 3.2107 -5.6419 -3.4316
H: 3.6801 -6.0340 -1.0275
H: 1.9748 -5.4860 0.6622
H: -0.3003 -4.9112 1.2154
H: -1.4934 -4.5490 -0.0300
H: -0.7729 -3.5135 3.3209
H: -2.3265 -3.4290 2.4501
H: -1.7310 -2.0125 3.3578
H: 1.6394 -3.1423 2.5637
H: 2.1430 -1.6093 1.8336
H: 2.1934 -3.1017 0.8694
C: 2.7954 5.5300 4.6376
C: 2.0288 4.4025 4.0090
C: 1.3555 3.4785 4.8102
C: 0.7246 2.3824 4.2615
C: 0.7458 2.2318 2.8742
C: 1.3877 3.1494 2.0398
C: 2.0182 4.2303 2.6226
S: 0.1573 0.7340 2.2560
O: 0.2986 -0.2990 3.2272
O: 0.9534 0.5066 0.9563
N: -1.3479 0.7638 1.6346
C: -1.8298 2.0904 1.4028
C: -2.3786 2.9284 2.3493
C: -2.7422 4.1966 1.9293
C: -2.5468 4.5664 0.5989
C: -2.0027 3.6516 -0.2723
N: -1.6548 2.4244 0.1311
H: 2.2704 5.9357 5.5017
H: 2.9840 6.3333 3.9281
H: 3.7620 5.1616 4.9886
H: 1.3449 3.6104 5.8851
H: 0.2394 1.6484 4.8916
H: 1.4142 3.0150 0.9666
H: 2.5344 4.9450 1.9939
H: -2.5155 2.5899 3.3673
H: -3.1736 4.8978 2.6318
H: -2.8182 5.5507 0.2456
H: -1.8424 3.8903 -1.3165
O: 0.5771 1.7598 -1.6221
C: -0.3653 1.8076 -2.4775
C: -0.4311 2.5811 -3.7548
C: -1.8428 2.2505 -4.2540
C: -2.3670 1.1821 -3.3031
O: -3.3476 0.5172 -3.4069
N: -1.4317 1.0581 -2.2269
H: 0.3596 2.2373 -4.4236
H: -0.2468 3.6400 -3.5743
H: -1.8788 1.8799 -5.2763
H: -2.5124 3.1104 -4.2074

Lowest unoccupied orbital energy: -6.4 eV
Net charge: +2
ΔE to the lowest compared entry with this formula, charge and spin: 102.1 kJ/mol
E: -67442.7709 eV
Orbital gap: 6.92 eV
HOMO: -13.34 eV



(3)
The ion CNO4 with charge -1 at a distorted geometry. Source: the OMol25 dataset; level of theory: ωB97M-V with the def2-TZVPD basis set.

CARTESIAN COORDINATES (ANGSTROEM)
O: 1.2226 1.2251 0.3334
C: 0.5809 0.3268 0.7050
O: 0.4726 -0.4295 1.6690
N: -0.5240 -0.2846 -0.6287
O: -0.0621 -0.8249 -1.6613
O: -1.6899 -0.0128 -0.4175

Lowest unoccupied orbital energy: 4.4 eV
Net charge: -1
ΔE to the lowest compared entry with this formula, charge and spin: 8.1 kJ/mol
E: -10716.5554 eV
SMILES: O=C([O-])[N+](=O)[O-]
Orbital gap: 8.92 eV
HOMO: -4.53 eV



(4)
A structure of composition H12O7Y2 at a distorted geometry. Source: the OMol25 dataset; level of theory: ωB97M-V with the def2-TZVPD basis set.

CARTESIAN COORDINATES (ANGSTROEM)
Y: 6.5842 -0.5010 23.8501
Y: 7.1216 -2.8614 20.9682
O: 7.0999 -2.6259 23.3616
H: 7.5388 -3.0345 24.1329
O: 6.3802 -0.7895 21.5248
H: 6.1897 0.0513 21.0650
O: 8.7089 -4.6861 21.7780
H: 9.5214 -4.3755 22.1775
H: 8.3570 -5.3152 22.4078
O: 7.8032 -0.8232 25.9085
H: 8.5938 -1.3606 25.9572
H: 7.6497 -0.5400 26.8099
O: 8.8996 -0.3394 23.5274
H: 9.3578 -0.8472 22.8578
H: 9.4846 0.3950 23.7137
O: 4.4170 -4.5044 24.0019
H: 4.5152 -4.5779 23.0526
H: 4.8692 -3.6915 24.2277
O: 7.6283 -6.0912 23.7181
H: 7.7505 -5.8473 24.6356
H: 6.6804 -6.1789 23.6174

Lowest unoccupied orbital energy: -17.3 eV
Net charge: +4
ΔE to the lowest compared entry with this formula, charge and spin: 99.0 kJ/mol
E: -16570.6770 eV
Orbital gap: 6.65 eV
HOMO: -23.92 eV



- Number 2 is which compound?
  C28H35N3O4SSb2Zr